# C3H7O2

A gas-phase ion, C3H7O2 (charge -1) at a distorted geometry (the ωB97M-V functional and the def2-TZVPD basis, the Open Molecules 2025 dataset).

Last columns: bonded neighbours and bond lengths (Å).
Geometry (Å):
1 C 0.3412 1.2544 1.3646  O2 1.382, H3 1.098, H4 1.117, H5 1.103
2 O -0.1900 0.8791 0.1447  C1 1.382, C7 1.676
3 H 1.3700 0.9279 1.5673  C1 1.098
4 H 0.3453 2.3713 1.3556  C1 1.117
5 H -0.2763 0.9848 2.2373  C1 1.103
6 O 1.3462 -1.1089 -0.0200  C7 1.253
7 C 0.5261 -0.4066 -0.6562  O2 1.676, O6 1.253, C8 1.590, H9 1.104
8 C -0.8313 -1.1307 -1.0580  C7 1.590, H10 1.102, H11 1.088, H12 1.094
9 H 0.8184 0.2144 -1.5212  C7 1.104
10 H -1.2855 -0.8468 -2.0208  C8 1.102
11 H -1.4949 -0.9324 -0.2192  C8 1.088
12 H -0.6692 -2.2065 -1.1741  C8 1.094

Its relative energy (zero: lowest compared OMol25 entry of this formula, charge and spin) is 2.2050 eV. The HOMO-LUMO gap is 0.278 hartree. As for the charge: -1. Its spin multiplicity is 1. The value obtained for the molar mass is 75.09 g mol⁻¹.